{
  "formula": "C16H36Cl14PS",
  "method": "ωB97M-V/def2-TZVPD",
  "species": ["C", "P", "C", "S", "H", "H", "H", "H", "H", "H", "H", "H", "Cl", "C", "C", "Cl", "H", "H", "H", "H", "Cl", "C", "C", "Cl", "H", "H", "H", "H", "Cl", "C", "C", "Cl", "H", "H", "H", "H", "Cl", "C", "C", "Cl", "H", "H", "H", "H", "Cl", "C", "C", "Cl", "H", "H", "H", "H", "Cl", "C", "C", "Cl", "H", "H", "H", "H", "Cl", "C", "C", "Cl", "H", "H", "H", "H"],
  "coordinates": [[-3.2876, -2.5407, 1.7126], [-1.7486, -3.1780, 2.4270], [-0.1321, -2.6826, 1.7753], [-1.8621, -4.3476, 4.0051], [-3.0925, -2.3556, 0.6234], [-3.5752, -1.5699, 2.1845], [-4.1020, -3.2946, 1.7955], [-0.1030, -1.5643, 1.7057], [-0.0210, -3.1044, 0.7446], [0.6996, -3.0256, 2.4280], [-1.6900, -5.6821, 3.9494], [-1.8965, -3.8820, 5.2883], [0.5780, 1.0870, 0.7198], [-1.0865, 1.6942, 0.9621], [-1.4276, 1.8146, 2.4234], [-1.5680, 0.1843, 3.1579], [-1.7747, 1.0268, 0.4480], [-1.1305, 2.6790, 0.4935], [-2.3941, 2.3028, 2.5410], [-0.6754, 2.3716, 2.9781], [-2.7768, -1.2265, -0.3627], [-1.4527, -0.7985, -1.4934], [-1.6436, 0.5493, -2.1451], [-3.0084, 0.5521, -3.2856], [-1.3880, -1.5910, -2.2362], [-0.5326, -0.7852, -0.9081], [-0.7432, 0.8001, -2.7055], [-1.8288, 1.3306, -1.4098], [0.0006, 5.1969, 0.2997], [1.2456, 4.4628, -0.7518], [0.8859, 4.6359, -2.2062], [-0.5416, 3.6437, -2.6243], [1.3292, 3.4078, -0.4942], [2.1895, 4.9575, -0.5216], [1.7028, 4.3014, -2.8447], [0.6570, 5.6746, -2.4357], [-2.4631, -2.5497, 7.0975], [-3.7777, -1.8268, 6.1095], [-3.7532, -0.3189, 6.1743], [-4.1803, 0.2724, 7.7939], [-4.7190, -2.2298, 6.4777], [-3.6339, -2.1515, 5.0775], [-4.4865, 0.0813, 5.4738], [-2.7709, 0.0730, 5.9179], [5.0923, 4.9830, 1.5127], [4.8981, 3.4118, 2.3311], [3.6642, 2.6877, 1.8538], [2.1682, 3.5142, 2.3655], [4.8636, 3.5945, 3.4034], [5.7814, 2.8167, 2.1003], [3.6356, 1.6800, 2.2689], [3.6467, 2.6153, 0.7670], [2.3728, -0.7722, -3.9388], [2.7336, -2.0359, -2.7413], [2.5742, -1.5490, -1.3222], [3.8173, -0.3459, -0.8909], [3.7494, -2.3831, -2.9222], [2.0441, -2.8597, -2.9282], [2.6911, -2.3879, -0.6352], [1.5994, -1.0894, -1.1604], [2.5692, -2.9431, -7.0508], [1.3862, -2.5470, -8.3260], [1.2388, -1.0594, -8.5290], [0.4651, -0.2594, -7.1346], [0.4375, -3.0035, -8.0502], [1.7449, -3.0058, -9.2469], [0.6032, -0.8747, -9.3946], [2.2029, -0.5817, -8.6917]],
  "atomic_forces_ev_per_a": [[-1.4599, -0.9366, 1.7242], [-0.1441, -0.1661, -0.2928], [0.6009, 0.5809, -0.6532], [-0.3769, 0.4667, -0.2768], [-0.4862, -2.5881, 2.8290], [0.1966, -0.8571, -0.3107], [0.5938, 0.4330, 0.2382], [0.0021, -0.9108, 0.1572], [0.0032, 0.2251, 0.9243], [-0.6698, 0.1470, -0.4027], [0.0454, 0.0447, 0.2572], [0.2846, -0.3169, 0.2265], [-0.1008, -0.3499, -0.1563], [-0.0589, 0.3682, 0.0477], [-0.0103, 0.1391, -0.1007], [-0.0203, 0.0319, 0.2447], [0.1286, 0.0250, 0.2861], [0.0513, -0.0056, 0.0527], [0.0165, -0.0613, -0.0263], [0.0199, -0.1128, -0.0250], [1.3898, 3.4829, -3.9349], [0.2846, 0.2414, -0.6510], [-0.0391, -0.0576, -0.0684], [-0.0051, -0.0245, 0.0373], [-0.1229, 0.0185, 0.0097], [-0.1789, 0.0153, 0.0974], [-0.0203, -0.0217, 0.0315], [0.0386, -0.0917, -0.3008], [-0.0481, -0.0300, 0.0203], [0.1074, -0.0030, -0.0595], [0.1206, 0.0565, 0.0308], [-0.0087, 0.1125, -0.0788], [-0.0399, 0.1002, 0.0356], [-0.0595, 0.0369, -0.0366], [-0.0214, -0.0323, 0.0666], [-0.0755, -0.0808, -0.0203], [0.0172, -0.1208, -0.2350], [-0.1482, 0.1008, -0.0682], [0.0161, 0.0311, 0.0008], [0.0128, -0.0023, -0.0009], [0.0751, 0.0173, 0.0518], [0.0482, 0.0262, 0.0301], [0.0108, -0.0422, 0.0236], [-0.0394, -0.0295, 0.0234], [-0.0097, 0.0001, 0.0034], [0.0370, -0.0394, 0.0223], [0.0171, -0.1682, -0.0320], [0.1348, 0.1620, 0.1835], [-0.0241, 0.0263, -0.0613], [-0.0431, 0.0212, -0.0189], [0.0137, 0.0516, 0.0282], [-0.0199, 0.0325, 0.0351], [-0.0755, 0.0548, 0.0844], [0.0301, -0.0819, -0.0706], [-0.0132, -0.0909, 0.0224], [-0.0659, 0.0572, 0.0764], [-0.0411, 0.0340, 0.0163], [0.0084, 0.0285, 0.0256], [0.0332, 0.0236, -0.0226], [0.0989, 0.0388, -0.0517], [-0.0102, -0.0028, 0.0129], [-0.0721, -0.0294, -0.0747], [0.0392, 0.0082, -0.1005], [0.0043, -0.0066, 0.0162], [0.0513, 0.0352, 0.0208], [0.0115, 0.0378, 0.0344], [0.0009, -0.0194, 0.0447], [-0.0357, -0.0329, 0.0575]],
  "e_above_lowest_kcal_mol": 42.86,
  "energy_ev": -212605.207,
  "mol_weight_g_mol": 787.85,
  "orbital_gap_ha": 0.303,
  "total_charge": 1
}